DFT (the ωB97M-V functional and the def2-TZVPD basis) results for a 2-piece molecular cluster, CH2FNO3 overall at a distorted geometry.

Atoms and positions in Å:
C -0.288 -0.356 0.422
N 0.812 0.590 0.506
O 1.323 0.601 1.600
O 1.091 1.273 -0.433
O -0.337 -0.849 -1.464
F -1.230 -0.004 -2.030
H -1.278 0.071 0.548
H -0.093 -1.328 0.851

Lowest unoccupied orbital energy   -1.163 eV
HOMO-LUMO gap   9.88 eV
E   -419.33447 Eh
HOMO energy   -11.04 eV
Energy relative to the best compared isomer or geometry (same formula, charge and spin)   218.4 kJ/mol